(1)
The following is a DFT calculation (ωB97M-V/def2-TZVPD) of C25H37O2Rh as an isolated structure at a distorted geometry.

Calculated values
LUMO (alpha / beta), eV: 0.54 / -1.43
Relative energy (zero: lowest compared OMol25 entry of this formula, charge and spin), kJ/mol: 0.0
HOMO level (alpha / beta), eV: -5.184 / -8.243
Gap between HOMO and LUMO (alpha / beta), eV: 5.72 / 6.82
E, hartree: -1235.3908
Multiplicity: 5

Each line ends with the Löwdin charge.
Element x y z (Å)
Rh: -0.866 0.138 -3.628  0.85
O: 1.069 0.991 -5.447  -0.19
O: 3.771 -0.130 -1.569  -0.12
C: 2.129 0.295 -6.121  -0.21
C: 1.209 0.300 2.918  -0.30
C: 3.773 -1.493 -2.158  -0.51
C: -3.227 1.770 4.153  -0.06
C: -1.779 0.272 -1.689  -0.23
C: 2.829 0.977 1.348  -0.08
C: -3.807 -0.243 2.800  -0.06
C: 2.847 0.364 -2.595  -0.14
C: 1.249 2.368 -5.963  -0.16
C: -3.080 -0.510 5.153  -0.07
C: -2.192 -1.342 -3.249  -0.28
C: -2.879 0.298 3.886  -0.63
C: 2.523 -1.105 -2.972  -0.11
C: 3.031 1.173 -7.042  -0.16
C: 1.928 -0.895 2.310  -0.04
C: -2.751 -0.235 -2.562  -0.22
C: 2.979 -0.451 1.563  -0.10
C: 2.323 2.502 -7.068  -0.17
C: -0.273 0.249 3.132  0.05
C: -0.831 -1.599 -2.767  -0.28
C: 5.020 -1.834 -3.027  -0.02
C: -1.444 0.209 3.447  0.03
C: -0.570 -0.518 -1.755  -0.25
C: 1.733 1.440 2.027  -0.03
C: 3.523 -2.523 -1.077  -0.01
H: -2.578 2.191 4.932  0.09
H: -4.118 -0.418 5.492  0.09
H: -4.269 1.833 4.493  0.08
H: -2.781 -1.963 -3.893  0.08
H: 2.993 3.339 -6.874  0.11
H: 1.658 -1.913 2.539  0.11
H: 1.681 0.436 3.911  0.14
H: -3.694 0.333 1.874  0.08
H: 3.800 -1.012 1.128  0.08
H: 0.284 2.712 -6.362  0.11
H: 1.862 2.675 -8.044  0.11
H: -2.013 1.027 -0.941  0.10
H: 4.272 -3.322 -0.985  0.09
H: -2.426 -0.114 5.928  0.09
H: -3.842 0.035 -2.611  0.12
H: 5.046 -1.171 -3.932  0.08
H: 3.488 1.526 0.692  0.10
H: -2.828 -1.562 4.991  0.09
H: 4.032 1.256 -6.601  0.11
H: 3.463 0.990 -3.306  0.13
H: 1.959 0.910 -2.209  0.10
H: 3.161 0.755 -8.051  0.11
H: -4.853 -0.166 3.127  0.09
H: 2.773 -0.224 -5.391  0.08
H: 1.500 3.041 -5.119  0.12
H: 2.531 -2.970 -1.207  0.09
H: 4.969 -2.920 -3.332  0.10
H: -3.558 -1.286 2.572  0.09
H: -3.100 2.377 3.245  0.09
H: 1.709 -0.504 -6.748  0.12
H: -0.269 -2.450 -3.139  0.09
H: 3.565 -1.999 -0.144  0.03
H: 1.612 -1.524 -2.471  0.07
H: 1.242 2.415 1.960  0.11
H: 5.979 -1.716 -2.500  0.08
H: 2.438 -1.365 -4.031  0.09
H: 0.331 -0.506 -1.135  0.09

(2)
The following is a DFT calculation (ωB97M-V/def2-TZVPD) of C25H38As3IN3O2S2Ti as an isolated structure.

Calculated values
LUMO (alpha / beta), eV: -2.77 / -2.83
Relative energy (zero: lowest compared OMol25 entry of this formula, charge and spin), kJ/mol: 0.0
HOMO level (alpha / beta), eV: -9.558 / -10.581
Gap between HOMO and LUMO (alpha / beta), eV: 6.79 / 7.75
E, hartree: -9940.8822
Net charge: +1
Multiplicity: 3

Each line ends with the Löwdin charge.
Element x y z (Å)
I: -0.021 -5.675 -0.162  0.94
As: 4.964 -2.593 -1.383  1.15
As: 0.147 -0.173 -2.272  1.09
As: 1.000 0.369 1.270  1.11
Ti: -1.332 0.300 -0.038  0.28
S: -2.471 1.881 2.934  0.65
S: -1.711 2.782 -0.969  0.68
O: -1.220 1.564 3.577  -0.30
O: -3.644 1.194 3.385  -0.27
N: -3.224 -0.157 -1.065  0.11
N: -1.427 -1.735 0.799  -0.07
N: -2.279 1.649 1.312  -0.25
C: -4.264 -0.345 -1.507  -0.16
C: 3.719 -3.614 -0.246  -0.36
C: -0.529 -1.504 -3.540  -0.28
C: -2.995 4.565 3.766  -0.02
C: 4.343 -0.695 -1.298  -0.38
C: -2.691 3.632 2.799  -0.21
C: 1.865 1.967 1.978  -0.27
C: 2.467 -0.595 0.361  -0.33
C: -0.936 -4.070 0.803  -0.70
C: -2.470 3.978 1.471  -0.22
C: -2.116 -1.897 1.941  -0.11
C: -2.188 2.795 0.645  -0.80
C: -2.852 6.255 2.040  -0.04
C: 2.908 1.319 -1.217  -0.08
C: -3.075 5.894 3.366  -0.04
C: 2.898 -0.206 -1.066  -0.66
C: -1.630 -4.236 1.992  -0.10
C: -2.544 5.304 1.078  -0.01
C: -0.852 -2.807 0.245  -0.22
C: -5.574 -0.576 -2.077  -0.02
C: 0.312 1.329 -3.499  -0.30
C: -2.226 -3.123 2.566  -0.02
C: 1.991 -0.832 -2.135  -0.34
C: 1.040 -0.723 2.883  -0.27
C: 4.218 -3.154 -3.119  -0.35
H: -3.160 4.277 4.796  0.13
H: 0.771 -1.753 2.642  0.02
H: 3.212 1.612 -2.225  0.09
H: 2.160 -1.642 0.386  0.04
H: -1.537 -1.222 -3.840  0.02
H: 0.110 -1.549 -4.422  0.04
H: -2.585 -1.012 2.358  0.10
H: 4.637 -4.130 -3.361  0.02
H: -6.336 -0.407 -1.317  0.10
H: -5.646 -1.601 -2.437  0.10
H: -0.564 -2.493 -3.083  0.02
H: 0.981 1.071 -4.318  0.04
H: 0.685 2.209 -2.980  0.01
H: -0.678 1.558 -3.895  0.03
H: 4.539 -2.454 -3.891  0.02
H: -2.777 -3.207 3.492  0.12
H: 1.279 2.287 2.840  0.02
H: -5.738 0.110 -2.907  0.10
H: 0.328 -0.318 3.597  0.02
H: 2.884 1.744 2.291  0.04
H: -3.310 6.658 4.093  0.12
H: 1.876 2.767 1.241  0.02
H: 2.448 -0.704 -3.120  0.09
H: 1.914 1.738 -1.026  0.04
H: 4.010 -4.661 -0.331  0.02
H: 4.978 -0.237 -0.534  0.06
H: 4.699 -0.290 -2.252  0.07
H: -2.923 7.297 1.757  0.11
H: 3.608 1.770 -0.512  0.09
H: 3.132 -3.231 -3.132  0.00
H: 2.041 -0.714 3.315  0.04
H: -1.706 -5.209 2.457  0.11
H: 2.675 -3.528 -0.548  -0.03
H: 3.825 -3.321 0.798  0.02
H: 3.327 -0.511 1.032  0.09
H: -2.371 5.577 0.046  0.11
H: -0.295 -2.641 -0.670  0.07
H: 1.908 -1.907 -1.959  0.05

(3)
The following is a DFT calculation (ωB97M-V/def2-TZVPD) of C25H38AuN6O4SSeSi as an isolated structure at a distorted geometry.

Calculated values
LUMO (alpha / beta), eV: -6.52 / -6.52
HOMO level (alpha / beta), eV: -9.929 / -9.930
Gap between HOMO and LUMO (alpha / beta), eV: 3.41 / 3.41
E, hartree: -4829.3445
Net charge: +1
Multiplicity: 1

Each line ends with the Löwdin charge.
Element x y z (Å)
Au: 0.073 0.098 0.051  0.85
Se: 2.422 1.787 -3.726  1.19
S: -4.854 5.014 -2.322  0.41
Si: 0.699 -0.575 2.312  0.79
O: 3.618 -3.669 -4.237  -0.11
O: -5.035 4.466 -3.648  -0.32
O: -3.739 5.902 -2.125  -0.34
O: -6.029 5.232 -1.531  -0.32
N: 0.749 2.250 -0.320  0.01
N: 1.601 1.254 -2.254  -0.26
N: -2.474 -0.121 -0.361  0.08
N: 1.131 -2.909 -3.197  -0.07
N: -0.136 -1.539 -1.620  0.11
N: 2.429 3.463 -3.239  -0.22
C: 2.037 -2.769 1.117  -0.11
C: 0.981 -2.512 2.193  -0.65
C: 1.844 3.577 -2.054  -0.36
C: -2.888 3.110 -2.065  -0.04
C: 1.511 -3.024 3.530  -0.07
C: -0.043 -0.096 5.021  -0.08
C: -3.056 1.086 -0.770  -0.33
C: 3.071 -2.419 -4.576  -0.18
C: -4.319 1.476 -0.327  -0.01
C: -4.897 2.656 -0.785  -0.02
C: 1.713 -4.192 -2.838  -0.09
C: 2.380 0.321 2.592  -0.16
C: 0.497 -2.168 -2.360  -0.24
C: -0.597 0.116 3.613  -0.64
C: 1.625 4.751 -1.312  0.06
C: -0.295 -3.271 1.830  -0.09
C: -4.143 3.434 -1.617  -0.22
C: -2.336 1.921 -1.629  -0.04
C: 1.381 2.323 -1.501  -0.49
C: 1.539 -2.445 -4.512  -0.09
C: 3.239 -4.094 -2.951  -0.17
C: 0.585 3.365 0.365  -0.07
C: 1.012 4.620 -0.087  0.00
C: -1.966 -0.551 3.500  -0.09
C: -0.769 1.618 3.382  -0.11
H: -1.916 -1.605 3.760  0.07
H: -0.714 -2.911 0.893  0.06
H: 0.830 5.485 0.530  0.12
H: 2.981 -2.302 1.384  0.08
H: 1.354 -4.947 -3.545  0.14
H: 1.715 -2.371 0.156  0.03
H: 1.925 5.708 -1.709  0.14
H: 1.423 -4.473 -1.827  0.13
H: 2.211 -3.839 1.013  0.09
H: -3.102 -0.680 0.208  0.10
H: -4.869 0.852 0.364  0.11
H: 2.419 -2.499 3.816  0.08
H: 3.451 -1.630 -3.906  0.12
H: 2.253 1.400 2.552  0.02
H: -0.713 0.353 5.753  0.10
H: -1.048 -3.174 2.606  0.07
H: 1.743 -4.087 3.459  0.10
H: 0.047 -1.152 5.259  0.07
H: 0.077 3.270 1.312  0.10
H: 3.685 -5.079 -2.811  0.14
H: 3.626 -3.405 -2.184  0.13
H: -5.891 2.954 -0.493  0.12
H: -2.669 -0.073 4.181  0.10
H: -1.343 1.638 -1.940  0.07
H: 2.808 0.073 3.561  0.04
H: -1.185 1.811 2.395  0.06
H: 0.775 -2.898 4.319  0.07
H: -0.074 -4.333 1.721  0.09
H: 0.933 0.368 5.128  0.08
H: 1.139 -1.451 -4.704  0.13
H: -2.364 3.779 -2.723  0.12
H: 0.182 2.135 3.481  0.07
H: 1.156 -3.146 -5.261  0.14
H: -2.355 -0.458 2.489  0.05
H: -2.107 -0.668 -1.134  0.05
H: 3.394 -2.216 -5.598  0.14
H: -1.447 2.032 4.127  0.10
H: 3.107 0.054 1.829  0.03